Here is a molecular structure, C33H16N9OPd at a distorted geometry from the OMol25 dataset. Energies are from ωB97M-V with the def2-TZVPD basis set.

Geometry as ORCA input:
```
! RIJCOSX wB97M-V def2-TZVPD def2/J DEFGRID3
* xyz -1 5
Pd 0.93 0.18 -1.07
C 0.53 -6.39 0.04
C 1.60 -6.26 0.92
C 2.25 -5.04 1.09
C 1.80 -3.99 0.32
C 2.12 -2.57 0.33
N 2.56 -1.97 1.44
C 2.39 -0.67 1.67
C 2.22 -0.18 3.01
C 2.19 -0.82 4.25
C 1.93 -0.06 5.37
C 1.72 1.33 5.26
C 1.76 1.96 4.04
C 2.01 1.19 2.90
C 2.05 1.55 1.49
N 1.83 2.80 1.14
C 1.33 3.11 -0.08
N 1.21 2.21 -1.05
C -0.35 2.44 -1.69
N -1.39 1.99 -2.43
C -1.63 0.68 -2.52
N -0.77 -0.30 -2.15
C -1.34 -1.48 -2.16
N -0.71 -2.64 -1.70
C 0.45 -2.77 -1.18
N 1.44 -1.85 -0.64
C 0.76 -4.10 -0.58
C 0.09 -5.31 -0.72
C -2.74 -1.32 -2.44
C -3.83 -2.18 -2.37
C -5.09 -1.66 -2.57
C -5.27 -0.28 -2.81
C -4.19 0.58 -2.87
C -2.91 0.06 -2.69
C -0.40 3.90 -1.34
C -1.30 4.83 -1.84
C -1.25 6.13 -1.35
C -0.34 6.50 -0.38
C 0.58 5.58 0.12
C 0.55 4.30 -0.39
N 2.18 0.38 0.76
H 0.02 -7.34 -0.05
H 1.91 -7.11 1.51
H 3.04 -4.91 1.80
H 2.33 -1.89 4.32
H 1.89 -0.54 6.34
H 1.51 1.90 6.16
H 1.57 3.02 3.96
H -0.76 -5.40 -1.38
H -3.69 -3.23 -2.13
H -5.96 -2.30 -2.50
H -6.27 0.10 -2.93
H -4.34 1.65 -3.00
H -2.03 4.53 -2.57
H -1.96 6.86 -1.73
H -0.33 7.52 0.00
H 1.29 5.85 0.89
O -0.47 1.41 -0.51
N 4.20 -0.02 -1.77
C 3.07 0.05 -1.53
*
```

⟨S²⟩   6.061
Energy relative to the best compared isomer or geometry (same formula, charge and spin)   595.7 kJ/mol
LUMO energy (alpha / beta)   1.0 / 0.8 eV
Frontier orbital gap (alpha / beta)   4.74 / 5.88 eV
Largest force on an atom   6.27 eV Å⁻¹


Here is a single C20H27ClN2 molecule from the OMol25 dataset. Energies are from ωB97M-V with the def2-TZVPD basis set.

Geometry as ORCA input:
```
! RIJCOSX wB97M-V def2-TZVPD def2/J DEFGRID3
* xyz 0 1
C 0.39 1.43 5.73
C 0.71 0.36 4.69
C 2.18 -0.05 4.81
C 0.36 0.87 3.29
C 0.38 -0.23 2.22
C 0.07 0.30 0.81
C -1.37 0.83 0.70
C -1.84 1.03 -0.74
N -1.07 2.06 -1.40
C -1.38 2.21 -2.82
C -0.92 1.02 -3.63
C -1.76 -0.05 -3.93
C -1.25 -1.14 -4.61
C 0.09 -1.12 -4.99
C 0.84 -0.01 -4.64
N 0.36 1.02 -3.98
C 0.34 -0.78 -0.19
C 1.41 -0.67 -1.08
C 1.68 -1.66 -2.01
C 0.86 -2.77 -2.07
Cl 1.17 -4.00 -3.24
C -0.21 -2.91 -1.20
C -0.45 -1.92 -0.26
H 0.62 1.08 6.73
H -0.67 1.70 5.70
H 0.97 2.33 5.54
H 0.09 -0.52 4.90
H 2.42 -0.86 4.13
H 2.40 -0.37 5.82
H 2.82 0.80 4.57
H 1.07 1.65 3.01
H -0.63 1.32 3.32
H 1.36 -0.70 2.20
H -0.35 -1.00 2.49
H 0.75 1.13 0.62
H -1.44 1.79 1.22
H -2.06 0.13 1.19
H -1.81 0.07 -1.27
H -2.88 1.37 -0.73
H -0.08 1.85 -1.33
H -2.46 2.35 -2.92
H -0.87 3.10 -3.18
H -2.80 -0.02 -3.64
H -1.87 -1.98 -4.85
H 0.53 -1.94 -5.53
H 1.89 0.06 -4.91
H 2.05 0.20 -1.04
H 2.51 -1.56 -2.68
H -0.84 -3.78 -1.25
H -1.29 -2.03 0.41
*
```

Energy relative to the best compared isomer or geometry (same formula, charge and spin)   0.0 kJ/mol
LUMO energy   0.8 eV
Frontier orbital gap   9.50 eV
Largest force on an atom   0.51 eV Å⁻¹
Structure (SMILES)   CC(C)CC[C@H](CCNCc1ccccn1)c1ccc(Cl)cc1


Here is a molecular structure, C22H19BrN4O3RuS from the OMol25 dataset. Energies are from ωB97M-V with the def2-TZVPD basis set.

Geometry as ORCA input:
```
! RIJCOSX wB97M-V def2-TZVPD def2/J DEFGRID3
* xyz 2 1
Ru -0.59 0.11 -0.17
Br -2.26 0.96 2.97
C -0.43 0.59 2.89
C 0.29 0.65 4.07
C 1.63 0.31 4.07
C 2.22 -0.13 2.89
C 1.45 -0.17 1.76
N 0.14 0.21 1.72
C 2.04 -0.71 0.46
O 3.19 -1.02 0.40
O 1.17 -0.77 -0.52
H -0.22 0.96 4.97
H 2.20 0.36 4.99
H 3.25 -0.45 2.82
S -2.07 -1.36 -0.24
C -3.27 -0.03 -0.25
C -4.63 0.00 -0.38
C -5.21 1.27 -0.39
C -4.41 2.40 -0.30
C -3.02 2.26 -0.18
N -2.49 1.05 -0.14
H -5.22 -0.90 -0.46
H -6.28 1.38 -0.48
H -4.84 3.39 -0.33
H -2.35 3.10 -0.11
C 1.51 -0.18 -6.00
N 1.45 0.36 -4.64
N 0.31 0.32 -3.91
C 0.58 0.84 -2.69
O -0.43 0.99 -1.83
C 1.91 1.21 -2.65
C 2.43 0.88 -3.90
C 3.82 1.04 -4.41
C -0.95 -0.18 -4.40
C -1.36 -1.44 -4.00
C -2.57 -1.93 -4.47
C -3.34 -1.15 -5.32
C -2.91 0.11 -5.71
C -1.71 0.61 -5.25
H 0.83 -1.01 -6.09
H 2.53 -0.53 -6.18
H 1.26 0.59 -6.73
H 2.45 1.63 -1.83
H 4.42 1.57 -3.67
H 3.84 1.60 -5.34
H 4.28 0.07 -4.58
H -0.72 -2.04 -3.36
H -2.90 -2.92 -4.19
H -4.28 -1.54 -5.70
H -3.52 0.71 -6.38
H -1.36 1.59 -5.53
*
```

LUMO energy (alpha / beta)   -8.5 / -8.5 eV
Frontier orbital gap (alpha / beta)   6.55 / 6.55 eV
Largest force on an atom   0.65 eV Å⁻¹